{
  "formula": "C8H10",
  "method": "ωB97M-V with the def2-TZVPD basis set",
  "elements": ["C", "C", "C", "C", "C", "C", "C", "C", "H", "H", "H", "H", "H", "H", "H", "H", "H", "H"],
  "coordinates": [[-2.37092, -0.72552, -0.20452], [-1.37724, 0.44450, 0.17866], [0.92399, -0.88350, 0.51116], [0.01411, 0.18889, -0.31787], [0.68605, 0.75733, -1.38586], [1.18901, 1.28435, -0.13581], [2.00606, 0.25176, 0.78513], [2.27499, -0.97037, 0.14787], [-2.45635, -0.73700, -1.28401], [-3.32281, -0.53428, 0.27573], [-1.96873, -1.64222, 0.22674], [-1.50399, 0.62899, 1.24068], [-1.78283, 1.26233, -0.41797], [0.52321, -1.44647, 1.34711], [1.28396, 0.67708, -2.28371], [0.89454, 2.23169, 0.29679], [2.26288, 0.52327, 1.79840], [2.72408, -1.31083, -0.77852]],
  "s_squared": 0.7681,
  "total_energy_ha": -310.2402,
  "largest_force_ha_per_bohr": 0.04923,
  "orbital_gap_ev": [6.210, 6.462],
  "spin_multiplicity": 2,
  "homo_ev": [-13.6, -13.6],
  "charge": 1
}

---

{
  "formula": "C8H10AlO5S",
  "method": "ωB97M-V with the def2-TZVPD basis set",
  "elements": ["Al", "C", "O", "C", "O", "C", "O", "C", "O", "C", "H", "H", "C", "H", "H", "C", "S", "C", "O", "H", "H", "H", "H", "H", "H"],
  "coordinates": [[0.17636, 0.89433, -0.58942], [0.18336, 2.08477, 1.33501], [0.17803, 2.63755, 2.33366], [0.16805, 2.91716, -1.29778], [0.17242, 3.96393, -1.75938], [-1.84462, 1.07939, -0.41658], [-2.97814, 1.08486, -0.39485], [2.18749, 1.04427, -0.38509], [3.35462, 1.10178, -0.40164], [0.17975, -0.61274, -1.95033], [1.12157, -1.17715, -1.87685], [-0.75813, -1.18160, -1.87808], [0.17864, 0.65715, -2.62877], [-0.75201, 1.02665, -3.08919], [1.10956, 1.02934, -3.08781], [-0.09766, -2.88257, 1.05160], [0.12969, -1.15841, 0.86518], [-0.86749, -0.56004, 2.28812], [1.64526, -0.98701, 0.92308], [-1.16448, -3.10188, 1.02118], [0.36064, -3.06258, 2.01114], [0.47446, -3.35356, 0.25829], [-1.29041, -1.47702, 2.69840], [-0.18964, -0.07713, 2.99197], [-1.67731, 0.11052, 1.97812]],
  "total_energy_ha": -1326.3473,
  "largest_force_ha_per_bohr": 0.15220,
  "orbital_gap_ev": 7.456,
  "spin_multiplicity": 1,
  "homo_ev": -21.8,
  "charge": 3
}

---

{
  "formula": "C8H10AsBF4OPtS5",
  "method": "ωB97M-V with the def2-TZVPD basis set",
  "elements": ["Pt", "S", "As", "S", "S", "S", "F", "B", "F", "F", "F", "C", "C", "C", "C", "C", "C", "C", "S", "C", "O", "H", "H", "H", "H", "H", "H", "H", "H", "H", "H"],
  "coordinates": [[-0.11413, 0.45050, -0.33551], [-2.99853, -0.15656, -3.83957], [-2.97014, 0.21520, -1.76447], [-1.67102, -1.23162, -0.67130], [-1.65088, 1.92311, -1.20024], [-4.91049, 0.39002, -0.92796], [2.24450, -0.08836, -0.50934], [3.62659, -0.25337, -0.90225], [3.79862, -1.55923, -1.37011], [4.42666, -0.03550, 0.22862], [3.92252, 0.67748, -1.89719], [-5.81770, 1.71222, 2.19165], [-4.37475, 1.34235, 2.39386], [-3.38115, 2.31213, 2.41216], [-2.03909, 1.95937, 2.44050], [-1.69727, 0.62307, 2.47465], [-2.67150, -0.36338, 2.49793], [-4.00330, 0.00131, 2.45897], [0.03013, 0.17256, 2.31236], [0.29229, -0.13637, 4.09850], [0.80236, 1.43620, 2.07087], [-5.97533, 2.78185, 2.33169], [-6.47148, 1.16622, 2.87499], [-6.10130, 1.45076, 1.16874], [-3.65463, 3.35864, 2.33892], [-1.25139, 2.69942, 2.37525], [-2.38711, -1.40848, 2.46336], [-4.76878, -0.76343, 2.40465], [0.04567, 0.77963, 4.63298], [1.34078, -0.39673, 4.23157], [-0.35571, -0.95789, 4.40380]],
  "total_energy_ha": -5156.7638,
  "largest_force_ha_per_bohr": 0.02632,
  "orbital_gap_ev": 5.935,
  "spin_multiplicity": 1,
  "homo_ev": -1.7,
  "charge": -2
}

---

{
  "formula": "C8H10BiN2Se",
  "method": "ωB97M-V with the def2-TZVPD basis set",
  "elements": ["C", "C", "C", "C", "C", "Bi", "N", "C", "C", "H", "H", "H", "H", "H", "H", "H", "H", "H", "H", "Se", "C", "N"],
  "coordinates": [[-0.56498, 0.87647, -1.43592], [0.71049, 1.32572, -1.86082], [1.18532, 2.28493, -0.93691], [0.15605, 2.44895, 0.08650], [-0.91535, 1.54155, -0.24847], [1.51601, 0.87731, 1.40692], [0.82308, -1.13347, 0.63623], [-0.01435, -3.51750, -0.42162], [-0.03138, -2.84520, -1.57978], [2.07628, 2.90555, -1.02813], [1.21790, 1.01154, -2.77387], [0.10366, 3.26478, 0.80573], [-1.85901, 1.46468, 0.29078], [-1.17580, 0.13635, -1.95254], [-0.68200, -3.16753, -2.40319], [-0.69190, -4.36855, -0.26690], [-0.10745, -1.18659, 1.09192], [0.59651, -1.96705, -1.76199], [0.68923, -3.30001, 0.39698], [-1.85568, 1.13208, 5.29148], [-0.89999, 1.11057, 3.84209], [-0.27665, 1.10542, 2.82153]],
  "total_energy_ha": -3036.2934,
  "largest_force_ha_per_bohr": 0.07401,
  "orbital_gap_ev": [7.011, 7.012],
  "spin_multiplicity": 1,
  "homo_ev": [-3.9, -3.9],
  "charge": -1
}

---

{
  "formula": "C8H10CaIN",
  "method": "ωB97M-V with the def2-TZVPD basis set",
  "elements": ["C", "C", "C", "C", "C", "Ca", "C", "C", "C", "N", "H", "H", "H", "H", "H", "H", "H", "H", "H", "H", "I"],
  "coordinates": [[1.12957, -1.28816, -0.81177], [-0.28126, -1.22496, -1.10065], [-0.95746, -2.16910, -0.23356], [0.05822, -2.73244, 0.66180], [1.33618, -2.18268, 0.28477], [-0.47339, -0.12635, 1.54553], [-1.43657, 2.13602, -0.01010], [0.11266, 2.14517, -0.07015], [0.78174, 2.60586, -1.16713], [0.82477, 1.40884, 0.85373], [-2.04420, -2.40660, -0.23379], [-0.72530, -0.68083, -1.94437], [-0.14967, -3.50564, 1.44387], [2.31493, -2.50228, 0.70613], [1.92355, -0.69537, -1.32175], [-1.87688, 1.74507, -0.89747], [1.81271, 1.64341, 0.98785], [-2.08362, 2.82287, 0.55463], [0.17816, 2.78883, -2.01449], [1.86423, 2.45823, -1.18289], [-2.30838, -0.23988, 3.94982]],
  "total_energy_ha": -1340.8706,
  "largest_force_ha_per_bohr": 0.05035,
  "orbital_gap_ev": 3.725,
  "spin_multiplicity": 1,
  "homo_ev": 1.3,
  "charge": -2
}

---

{
  "formula": "C8H10Cl",
  "method": "ωB97M-V with the def2-TZVPD basis set",
  "elements": ["Cl", "H", "C", "C", "C", "C", "C", "C", "C", "C", "H", "H", "H", "H", "H", "H", "H", "H", "H"],
  "coordinates": [[0.26012, -3.33797, 0.33377], [0.18665, 0.23021, 2.33871], [-0.25389, 0.90125, 1.56225], [0.58047, 2.18074, 1.45994], [-0.25316, 0.09663, 0.27246], [-1.09071, 0.37855, -0.82299], [-1.02261, -0.45463, -1.95035], [-0.18818, -1.53939, -2.00660], [0.63739, -1.90498, -0.83799], [0.72773, -0.84808, 0.16853], [-1.28779, 1.16810, 1.82003], [0.49068, 2.71859, 2.40353], [1.62955, 1.91406, 1.32644], [0.28478, 2.83584, 0.63765], [-1.73129, 1.27680, -0.82213], [-1.75071, -0.26805, -2.75606], [-0.23747, -2.21588, -2.86529], [1.60034, -2.19227, -1.26846], [1.41808, -0.93954, 1.00658]],
  "s_squared": 0.7944,
  "total_energy_ha": -770.9589,
  "largest_force_ha_per_bohr": 0.03674,
  "orbital_gap_ev": [8.577, 7.970],
  "spin_multiplicity": 2,
  "homo_ev": [-7.6, -9.1]
}